This record from the Open Molecules 2025 dataset describes a 2-piece molecular cluster, C4H14N2OS overall. The level of theory is ωB97M-V/def2-TZVPD.

Each line ends with the natural charge from an NBO analysis.
Element x y z (Å)
H -1.81066 3.48417 -1.11145  0.24
N 1.38731 0.45622 -0.28403  -0.86
H 0.53167 -0.39969 2.28969  0.21
H -1.64114 0.93244 -1.19351  0.38
H -3.37562 -1.54285 -3.20972  0.47
C -0.92879 1.02777 0.64994  -0.21
H 1.23983 1.15054 -1.00759  0.35
C 0.19276 -0.11121 0.20139  -0.04
H -0.33645 3.44176 0.10406  0.20
C -0.81450 3.00814 -0.88469  -0.43
H -1.93606 -1.65027 -2.80464  0.47
N -1.45063 1.66788 -0.45857  -0.68
H -0.45588 1.64365 1.44542  0.19
H 1.92386 1.12133 0.25354  0.36
S 2.19017 -1.83812 1.29734  -0.11
H 2.86398 -1.29225 0.34204  0.15
C 0.49373 -1.00967 1.39728  -0.49
H -0.02670 2.78684 -1.55024  0.18
H -1.72899 0.43771 1.32573  0.17
O -2.85869 -1.33952 -2.42081  -0.93
H -0.35135 -0.60665 -0.81729  0.17
H -0.28571 -1.73956 1.55771  0.23

LUMO energy = 0.538 eV
E_HOMO = -8.04 eV
gap between HOMO and LUMO = 8.58 eV
structure (SMILES) = CNC[C@@H](N)CS.O
energy above the lowest of the compared OMol25 structures with the same formula, charge and spin = 279.44 kJ/mol
largest force on an atom = 0.0955 Eh/bohr

***

This record from the Open Molecules 2025 dataset describes a 2-piece molecular cluster, C4H14N2OS overall. The level of theory is ωB97M-V/def2-TZVPD.

Each line ends with the natural charge from an NBO analysis.
Element x y z (Å)
O -3.17802 1.95028 -0.50589  -0.96
H 0.96938 -1.79997 -1.48517  0.21
H -0.68978 -1.26188 -2.17256  0.20
H 1.18379 -1.90831 0.97868  0.20
H -1.13369 -0.31240 -0.03505  0.33
S 2.55156 0.61548 -1.54665  -0.09
N -0.12360 1.08498 2.12024  -0.85
C 0.23524 -1.29717 1.09486  -0.25
C 0.76632 -0.03525 1.85757  -0.25
H 2.88658 -0.65035 -1.62140  0.11
H 0.19113 1.09868 -1.16085  0.21
H 1.24712 -0.50543 2.77503  0.20
H 0.41704 0.63323 -2.85878  0.22
H -0.71124 0.82038 2.86268  0.36
C 0.18576 -1.03555 -1.41512  -0.25
H 1.67772 0.39864 1.32150  0.20
C 0.65472 0.28782 -1.83374  -0.47
H -0.32250 -1.97859 1.79859  0.19
H -2.83075 1.08342 -0.23820  0.49
N -0.53047 -1.12724 -0.14082  -0.62
H -0.63463 1.47970 1.34024  0.36
H -2.81169 2.45954 -1.13515  0.48

LUMO energy = 0.544 eV
E_HOMO = -8.81 eV
gap between HOMO and LUMO = 9.35 eV
structure (SMILES) = NCCNCCS.O
energy above the lowest of the compared OMol25 structures with the same formula, charge and spin = 182.68 kJ/mol
largest force on an atom = 0.1174 Eh/bohr

***

This record from the Open Molecules 2025 dataset describes a 3-piece molecular cluster, C4H14N2OS overall. The level of theory is ωB97M-V/def2-TZVPD.

Each line ends with the natural charge from an NBO analysis.
Element x y z (Å)
H 0.54974 -0.63547 -0.27676  0.30
H 1.90437 0.65075 -0.25480  0.36
C -1.23397 1.17070 0.24418  -0.56
H 0.81179 3.70695 2.80928  0.46
H 0.39896 -3.62255 -1.52779  0.22
H -1.45497 1.36533 -0.79637  0.24
N -0.10970 -1.81335 -2.48794  -0.85
H -0.92585 -1.27166 -2.18487  0.36
O 0.37052 2.83756 2.93147  -1.02
C 0.21952 1.28189 0.52877  -0.32
N 0.91224 0.53540 -0.46640  -0.64
S -2.19521 2.48376 1.16789  -0.23
H -0.54744 2.91395 2.43043  0.47
H 0.21903 0.88774 1.63788  0.25
H 0.48717 -1.21765 -3.05915  0.38
C 0.01060 -2.10367 0.05300  -0.31
H 0.77315 -2.30020 0.75169  0.22
H -1.73824 0.12371 0.50905  0.25
H 0.60693 2.34809 0.65939  0.28
H -1.06787 -2.36761 0.20066  0.23
C 0.44354 -2.57610 -1.34794  -0.28
H 1.56569 -2.39757 -1.52167  0.19

LUMO energy = -3.921 eV
E_HOMO = -7.30 eV
gap between HOMO and LUMO = 3.38 eV
energy above the lowest of the compared OMol25 structures with the same formula, charge and spin = 730.54 kJ/mol
largest force on an atom = 0.0876 Eh/bohr

***

This record from the Open Molecules 2025 dataset describes a 2-piece molecular cluster, C4H14N2OS overall. The level of theory is ωB97M-V/def2-TZVPD.

Each line ends with the natural charge from an NBO analysis.
Element x y z (Å)
H -0.39779 1.94253 1.84650  0.22
H 2.96613 -2.41537 -0.30926  0.37
N 1.97010 -2.14376 -0.30025  -0.87
H 0.87649 1.66487 0.57555  0.23
H 0.54123 -2.17445 -1.58788  0.18
N 1.03349 -0.07194 -1.17534  -0.70
O -1.15265 -4.30698 2.72063  -0.94
S -0.92202 3.23222 -0.10838  -0.06
H -0.73390 0.98698 -2.00801  0.19
C 1.45102 -1.47616 -1.47056  -0.06
H 1.73159 -1.57554 0.49383  0.37
H -1.10416 -3.38490 2.91606  0.47
H -0.63082 -0.45908 0.84462  0.22
C -0.23886 1.75985 0.73738  -0.53
H -1.98097 0.42660 0.37602  0.22
H -0.89424 -0.84979 -1.65925  0.20
H 2.06644 -1.37807 -2.34253  0.19
C -0.86407 0.45981 0.24405  -0.44
H -0.25498 -4.65626 2.58098  0.48
H -0.21084 4.20091 0.40153  0.12
H 1.43367 0.76782 -1.77208  0.39
C -0.42469 0.11548 -1.18719  -0.23

LUMO energy = 0.717 eV
E_HOMO = -8.95 eV
gap between HOMO and LUMO = 9.67 eV
structure (SMILES) = NCNCCCS.O
energy above the lowest of the compared OMol25 structures with the same formula, charge and spin = 184.35 kJ/mol
largest force on an atom = 0.0654 Eh/bohr

***

This record from the Open Molecules 2025 dataset describes a 2-piece molecular cluster, C4H14N2P overall. The level of theory is ωB97M-V/def2-TZVPD.

Each line ends with the natural charge from an NBO analysis.
Element x y z (Å)
C 0.81890 -0.28337 2.32061  -0.92
H 0.19727 2.73996 1.75366  0.25
H -0.04196 -0.86663 1.99740  0.20
H 0.55209 0.33704 3.17400  0.25
H 0.99352 1.32753 -1.78051  0.43
H -2.21101 -2.83392 0.30802  0.43
C -2.08301 -1.04711 -0.65863  0.05
H -2.10638 -0.56421 -1.61732  0.21
H 1.62080 -0.95516 2.61731  0.25
H 0.91131 -0.16080 -2.53765  0.43
H 0.07718 2.64599 0.00404  0.22
C 0.89319 -0.24368 -0.44212  -0.73
C 0.04433 2.05861 0.92036  -0.92
H -0.92986 1.58387 1.01381  0.21
H 2.34762 0.36637 -1.88493  0.41
H 1.32547 -1.24281 -0.36968  0.20
P 1.40106 0.79184 0.94547  0.76
H -2.04239 -0.46323 0.23967  0.23
N -2.18101 -2.36220 -0.58356  -0.66
N 1.32567 0.35784 -1.75733  -0.70
H -2.26265 -2.93010 -1.41329  0.42

charge = +1
LUMO energy (spin up / spin down) = -4.353 / -3.928 eV
E_HOMO (spin up / spin down) = -10.09 / -10.40 eV
gap between HOMO and LUMO (spin up / spin down) = 5.74 / 6.47 eV
energy above the lowest of the compared OMol25 structures with the same formula, charge and spin = 340.48 kJ/mol
largest force on an atom = 0.0321 Eh/bohr

***

This record from the Open Molecules 2025 dataset describes a 2-piece molecular cluster, C4H14N3 overall. The level of theory is ωB97M-V/def2-TZVPD.

Each line ends with the natural charge from an NBO analysis.
Element x y z (Å)
C 1.31946 -0.05307 1.32113  0.36
H -1.60073 0.57028 -2.17343  0.20
H -0.64502 0.85713 1.24580  0.39
H -3.26972 -0.36608 -0.49614  0.20
H 0.11693 0.60223 2.76687  0.38
C -1.82947 -0.48151 -2.05468  -0.61
N 1.90330 0.36436 0.11906  -0.65
C -2.25313 -0.73936 -0.59191  -0.60
N 1.74110 -1.25962 1.89209  -0.88
H -0.96072 -1.09516 -2.28385  0.21
H -2.68312 -0.66978 -2.70469  0.20
N 0.11845 0.48503 1.77185  -0.89
H 1.30199 2.44351 0.10487  0.19
H 2.67248 -1.61997 1.87869  0.39
H -2.25324 -1.78600 -0.28422  0.20
H 2.03881 1.74009 -1.45657  0.21
H -1.60038 -0.22675 0.10541  0.19
H 1.06049 -1.74804 2.44441  0.38
C 1.50399 1.57671 -0.52780  -0.41
H 2.80487 -0.00686 -0.11041  0.38
H 0.51365 1.41287 -0.96647  0.17

LUMO energy (spin up / spin down) = 1.056 / 0.962 eV
E_HOMO (spin up / spin down) = -4.11 / -8.58 eV
gap between HOMO and LUMO (spin up / spin down) = 5.16 / 9.55 eV
energy above the lowest of the compared OMol25 structures with the same formula, charge and spin = 53.64 kJ/mol
largest force on an atom = 0.0383 Eh/bohr
multiplicity = 2

***

This record from the Open Molecules 2025 dataset describes a 2-piece molecular cluster, C4H14N3 overall. The level of theory is ωB97M-V/def2-TZVPD.

Each line ends with the natural charge from an NBO analysis.
Element x y z (Å)
H -2.05584 -1.38449 0.48606  0.41
H 2.80961 -1.00776 1.86587  0.23
N -1.22273 0.33979 -1.10129  -0.54
H 2.75161 -0.49582 -0.39223  0.21
H 0.09730 1.84654 -1.76670  0.22
H 2.41528 -2.29158 -0.38183  0.22
N -1.70125 -0.57926 0.97725  -0.79
H -0.88517 2.44503 0.21824  0.42
H -0.78707 0.99138 -2.99685  0.25
H -1.44493 1.86504 1.72630  0.44
H -1.61131 2.22075 -2.00947  0.22
C -0.87234 1.41777 -2.01523  -0.44
H -1.21692 -0.78062 1.83975  0.44
N -1.26741 1.67977 0.75325  -0.75
H 1.20697 -0.35681 1.62478  0.17
C -1.37756 0.47885 0.20032  0.68
C 1.83858 -1.21937 1.43529  -0.61
H -1.30374 -0.56403 -1.53560  0.43
H 1.40111 -2.12706 1.84362  0.21
C 2.07772 -1.29420 -0.09596  -0.60
H 1.14810 -1.18391 -0.67558  0.17

charge = +1
LUMO energy = -2.985 eV
E_HOMO = -14.88 eV
gap between HOMO and LUMO = 11.90 eV
energy above the lowest of the compared OMol25 structures with the same formula, charge and spin = 21.26 kJ/mol
largest force on an atom = 0.0268 Eh/bohr

***

This record from the Open Molecules 2025 dataset describes an isolated ion of composition C4H14N3 and charge +1. The level of theory is ωB97M-V/def2-TZVPD.

Each line ends with the natural charge from an NBO analysis.
Element x y z (Å)
C -0.61742 1.05604 0.01439  -0.44
H 1.87719 -1.67421 1.91905  0.37
H -1.53150 1.25911 -1.90834  0.23
H 0.61369 0.25165 2.35771  0.17
H 1.62374 1.21492 1.36479  0.20
H -0.08148 1.91555 -0.40310  0.23
N 0.98806 -0.42522 -0.93602  -0.89
N -1.74098 -0.73387 -1.34303  -0.68
H -1.72983 -1.31055 -0.49789  0.44
H -0.99140 1.47579 0.95581  0.25
H -0.30716 -0.97059 0.61400  0.14
C -1.73198 0.72472 -0.98865  -0.22
H 1.83506 -0.95395 -0.72584  0.41
H 3.01287 -0.49707 2.15717  0.39
H -0.94465 -0.98181 -1.93840  0.47
H 1.24350 0.41267 -1.43970  0.37
H -2.60976 -1.00319 -1.81524  0.44
H -2.74659 0.98057 -0.70893  0.23
N 2.27890 -0.82492 1.54242  -0.84
C 1.26097 0.18885 1.47862  -0.22
C 0.29876 -0.10449 0.30118  -0.05

charge = +1
LUMO energy = -3.351 eV
E_HOMO = -12.95 eV
gap between HOMO and LUMO = 9.60 eV
structure (SMILES) = NC[C@H](N)CC[NH3+]
energy above the lowest of the compared OMol25 structures with the same formula, charge and spin = 94.44 kJ/mol
largest force on an atom = 0.0326 Eh/bohr

***

This record from the Open Molecules 2025 dataset describes a 2-piece molecular cluster, C4H14N3 overall. The level of theory is ωB97M-V/def2-TZVPD.

Each line ends with the natural charge from an NBO analysis.
Element x y z (Å)
H -2.27489 -0.01494 0.81167  0.42
H 1.72711 -3.01691 0.09766  0.24
H -1.87860 -0.96249 -0.42746  0.43
H 2.13303 -1.58197 1.10920  0.24
N -0.02377 -2.12781 0.78817  -0.57
C -0.83938 2.26853 -1.79213  -0.62
N -1.47351 -0.40463 0.36843  -0.77
H 1.42486 -2.99737 1.88568  0.21
C 1.37645 -2.47250 0.94995  -0.44
H 1.03311 1.29934 -2.53918  0.21
H -1.45486 1.69948 -1.20156  0.19
H 1.27428 2.87317 -2.12413  0.22
H -0.21313 0.71534 2.28384  0.43
H -1.22486 3.25441 -1.37126  0.21
H -0.76276 -2.72991 0.49035  0.43
C 0.73519 2.03325 -1.78247  -0.61
C -0.39473 -0.85345 1.05424  0.69
H -1.03013 2.09096 -2.83817  0.22
H 0.65036 -0.63289 2.88794  0.45
N 0.12784 -0.25437 2.09612  -0.75
H 1.08839 1.81474 -0.74687  0.18

charge = +1
LUMO energy = -3.518 eV
E_HOMO = -14.28 eV
gap between HOMO and LUMO = 10.76 eV
energy above the lowest of the compared OMol25 structures with the same formula, charge and spin = 164.73 kJ/mol
largest force on an atom = 0.0751 Eh/bohr

***

This record from the Open Molecules 2025 dataset describes an isolated ion of composition C4H14N3 and charge +1. The level of theory is ωB97M-V/def2-TZVPD.

Each line ends with the natural charge from an NBO analysis.
Element x y z (Å)
H 0.02546 0.62587 2.68445  0.44
N 0.55455 0.78146 -3.09300  -0.83
H 1.35805 -1.71502 0.29715  0.22
H -0.64467 -1.00756 -1.09743  0.20
C -0.17155 -1.29282 1.82973  -0.21
H 1.78746 -0.48271 1.57005  0.21
C -0.45371 0.04523 -0.85511  -0.25
H -1.59273 0.16938 2.84789  0.45
N 0.64903 0.32750 0.08511  -0.68
H 1.50040 1.12736 -3.03736  0.38
C 0.99143 -0.84174 0.89983  -0.25
H 1.39643 0.82610 -0.37267  0.41
H -0.21110 2.03622 -1.55442  0.20
H -0.94288 0.52906 1.39644  0.46
H 0.54164 -0.22227 -3.21139  0.36
H 0.12386 -1.78615 2.73363  0.24
H -1.40360 1.23619 -2.34336  0.21
N -0.74188 0.07314 2.29082  -0.70
C -0.37898 1.04370 -1.99814  -0.24
H -0.99121 -1.77411 1.26615  0.23
H -1.39599 0.30117 -0.33838  0.15

charge = +1
LUMO energy = -3.411 eV
E_HOMO = -12.47 eV
gap between HOMO and LUMO = 9.06 eV
structure (SMILES) = NCCNCC[NH3+]
energy above the lowest of the compared OMol25 structures with the same formula, charge and spin = 191.34 kJ/mol
largest force on an atom = 0.0437 Eh/bohr

***

This record from the Open Molecules 2025 dataset describes a 2-piece molecular cluster, C4H14N3O overall. The level of theory is ωB97M-V/def2-TZVPD.

Each line ends with the natural charge from an NBO analysis.
Element x y z (Å)
H -0.23953 0.02283 3.62573  0.24
N 0.28691 -0.16780 -3.71354  -0.80
H -0.27236 -1.55265 -2.20869  0.20
H 0.96274 -0.85984 -4.02133  0.38
H -2.10447 0.13808 -2.54470  0.24
H 0.82321 0.68663 -3.69455  0.36
H -0.99008 1.42105 -2.02576  0.23
N -1.57116 0.14030 -0.48629  -0.70
C 0.69905 1.12248 2.18293  0.49
H -0.89919 0.61701 0.18213  0.47
H -1.57208 -0.84754 -0.23816  0.42
C -0.05485 -0.49020 -2.32628  -0.24
H 0.77373 -0.33112 -1.61731  0.17
O 0.16360 1.45394 1.14352  -0.59
N 1.76691 -0.60623 3.48760  -0.80
H 0.06577 -0.91095 2.15426  0.17
H 1.35181 1.84890 2.68398  0.16
C 0.51619 -0.20195 2.86090  -0.34
H 1.61891 -1.47542 3.97040  0.38
H 2.42783 -0.83966 2.75399  0.36
H -2.51223 0.46525 -0.24083  0.44
C -1.24070 0.36691 -1.92802  -0.23

charge = +1
LUMO energy = -3.155 eV
E_HOMO = -13.48 eV
gap between HOMO and LUMO = 10.32 eV
energy above the lowest of the compared OMol25 structures with the same formula, charge and spin = 191.26 kJ/mol
largest force on an atom = 0.0167 Eh/bohr